This record from the Open Molecules 2025 dataset describes 2 unconnected molecules or ions with the total composition C4H10NO at a distorted geometry. The level of theory is the ωB97M-V functional and the def2-TZVPD basis.

energy: -288.22077 hartree
frontier orbital gap: 7.5923 eV
HOMO energy: -3.3 eV
total charge: -1
strongest force on any atom: 2.71 eV/Å
LUMO: 0.157 Eh
ΔE to the lowest compared entry with this formula, charge and spin: 107.2 kcal/mol

```
16
C4H10NO the ωB97M-V functional and the def2-TZVPD basis
O 0.260 -0.278 -1.614
N -1.319 1.597 1.817
C -0.437 0.783 0.526
C 2.749 -1.385 -0.964
C -0.218 -0.562 -0.448
C -1.876 0.540 1.193
H 0.491 0.835 1.097
H -0.523 1.485 -0.296
H -2.833 0.855 0.712
H 0.319 -1.261 0.264
H 3.781 -1.224 -1.236
H 2.633 -1.387 0.119
H -1.209 -1.109 -0.480
H 2.317 -2.301 -1.357
H 2.029 -0.590 -1.414
H -1.919 -0.522 1.533
```

Löwdin population analysis, charges in e, atoms 1 to 2: -0.27, -0.06


This record from the Open Molecules 2025 dataset describes a gas-phase ion, C4H10NO (charge -2) at a distorted geometry. The level of theory is the ωB97M-V functional and the def2-TZVPD basis.

energy: -288.18609 hartree
frontier orbital gap (alpha / beta): 2.9881 / 6.5757 eV
HOMO energy (alpha / beta): 4.5 / 0.7 eV
total charge: -2
strongest force on any atom: 1.61 eV/Å
LUMO (alpha / beta): 0.273 / 0.268 Eh
multiplicity: 2
ΔE to the lowest compared entry with this formula, charge and spin: 23.8 kcal/mol

```
16
C4H10NO the ωB97M-V functional and the def2-TZVPD basis
O -0.198 -2.292 -1.049
N -0.379 0.813 0.033
C -0.044 0.820 -1.407
C -0.890 -0.510 0.464
C -0.053 -1.775 0.216
C 0.763 1.278 0.859
H -0.353 -2.508 1.021
H -0.159 -0.181 -1.829
H -1.183 -0.339 1.501
H 0.365 1.590 1.841
H -0.693 1.533 -1.916
H 1.016 -1.560 0.451
H 1.434 0.438 1.077
H 1.006 1.105 -1.581
H -1.802 -0.622 -0.135
H 1.170 2.211 0.452
```

Löwdin population analysis, charges in e, atoms 1 to 2: -0.44, -0.28


This record from the Open Molecules 2025 dataset describes 2 unconnected molecules or ions with the total composition C4H10NO at a distorted geometry. The level of theory is the ωB97M-V functional and the def2-TZVPD basis.

energy: -288.30474 hartree
frontier orbital gap (alpha / beta): 6.8065 / 9.1709 eV
HOMO energy (alpha / beta): -6.1 / -8.5 eV
strongest force on any atom: 1.53 eV/Å
LUMO (alpha / beta): 0.026 / 0.025 Eh
multiplicity: 2
ΔE to the lowest compared entry with this formula, charge and spin: 14.0 kcal/mol

```
16
C4H10NO the ωB97M-V functional and the def2-TZVPD basis
O -1.384 3.405 0.291
N -0.568 -0.657 -0.521
C 1.250 -1.078 1.056
C 0.783 -0.962 -0.354
C -1.668 -1.098 0.119
C 1.607 -0.727 -1.402
H 1.216 -0.077 1.495
H -0.736 4.065 0.625
H -2.555 -0.487 0.100
H 2.669 -0.886 -1.331
H -1.750 -2.128 0.437
H -2.102 4.017 0.088
H 0.562 -1.657 1.677
H 2.254 -1.466 1.203
H -0.735 0.093 -1.170
H 1.155 -0.357 -2.313
```

Löwdin population analysis, charges in e, atoms 1 to 2: -0.08, -0.07


This record from the Open Molecules 2025 dataset describes 2 unconnected molecules or ions with the total composition C4H10NO at a distorted geometry. The level of theory is the ωB97M-V functional and the def2-TZVPD basis.

energy: -288.02336 hartree
frontier orbital gap (alpha / beta): 6.7375 / 5.2121 eV
HOMO energy (alpha / beta): -12.6 / -12.0 eV
total charge: +1
strongest force on any atom: 4.62 eV/Å
LUMO (alpha / beta): -0.217 / -0.250 Eh
ΔE to the lowest compared entry with this formula, charge and spin: 87.7 kcal/mol

```
16
C4H10NO the ωB97M-V functional and the def2-TZVPD basis
O 3.593 0.667 -0.173
N -1.825 1.342 0.247
C 2.642 -0.271 -0.332
C -2.010 -0.881 -0.719
C -1.209 0.106 0.160
C -0.080 -0.140 0.857
H -1.408 2.063 0.799
H 2.615 -1.234 0.113
H -1.628 -1.877 -0.608
H -3.087 -0.781 -0.407
H 1.964 -0.221 -1.123
H 4.313 0.724 0.463
H 0.508 -1.032 1.002
H -1.864 -0.685 -1.777
H 0.335 0.777 1.306
H -2.860 1.444 0.191
```

Löwdin population analysis, charges in e, atoms 1 to 2: 0.13, 0.12